[1]
{"formula": "C5H8O", "method": "wB97M-V/def2-TZVPD", "relative_energy_kcal_mol": 105.8, "homo_lumo_gap_ev": 9.0, "homo_energy_ev": -8.2, "species": ["O", "C", "C", "C", "C", "C", "H", "H", "H", "H", "H", "H", "H", "H"], "xyz": [[-0.858979, 1.670732, 1.074355], [-0.402520, 0.543630, 0.415149], [-0.919477, 0.122693, -0.930424], [-0.719980, -1.236741, -0.262457], [0.819634, -1.251346, -0.119066], [1.070360, 0.169105, 0.454750], [-1.502726, 2.120112, 0.513874], [-1.964235, 0.378420, -1.124688], [-0.270432, 0.369091, -1.774193], [-0.856237, -0.416219, 1.005293], [1.184363, -2.056813, 0.523910], [1.257978, -1.387552, -1.116781], [1.458409, 0.134310, 1.476343], [1.703841, 0.840577, -0.136065]], "forces_ev_per_a": [[-0.2, 0.1, -0.1], [0.2, 0.0, -0.1], [-0.1, 0.1, 0.0], [0.2, 0.0, -0.2], [0.0, -0.1, 0.1], [0.0, 0.1, 0.0], [0.1, 0.0, 0.1], [0.2, 0.0, 0.1], [-0.1, -0.1, 0.1], [0.0, 0.0, 0.1], [-0.1, 0.1, -0.1], [-0.1, 0.0, 0.1], [-0.1, 0.0, -0.1], [-0.1, -0.1, 0.1]], "nbo_charge": [-0.672, 0.163, -0.538, -0.006, -0.509, -0.423, 0.482, 0.216, 0.208, 0.211, 0.215, 0.223, 0.221, 0.210]}

---

[2]
{"formula": "C9H8F2", "method": "wB97M-V/def2-TZVPD", "relative_energy_kcal_mol": 160.1, "homo_lumo_gap_ev": [8.5, 7.7], "homo_energy_ev": [-8.9, -8.7], "species": ["C", "C", "C", "C", "C", "C", "C", "C", "C", "F", "F", "H", "H", "H", "H", "H", "H", "H", "H"], "xyz": [[1.776774, -0.232901, 2.733427], [0.447895, -0.097576, 2.959446], [2.435154, -0.149834, 1.645581], [-0.729135, 0.054395, 2.745411], [0.437875, 0.212154, 0.156349], [1.699623, 0.010490, 0.329898], [-0.223255, 0.442002, -2.247343], [-1.691836, -0.699485, -0.682977], [-0.681074, 0.377336, -0.732777], [-1.942056, 0.489677, 2.732801], [2.601632, -0.324323, -0.691175], [3.567798, -0.055220, 1.396015], [-0.930032, 1.053209, -2.675080], [-0.169885, -0.498658, -2.755559], [0.738460, 0.890071, -2.347550], [-1.294287, -1.577823, -1.034910], [-2.484521, -0.428544, -1.296138], [-2.274155, -0.727707, 0.386142], [-1.284974, 1.262736, -0.621561]], "forces_ev_per_a": [[-0.7, -0.1, 2.1], [0.5, -0.3, 0.2], [2.9, 1.0, -3.6], [-1.1, 0.8, 0.0], [-0.2, 0.5, 0.1], [1.1, -1.1, 0.4], [1.1, -0.4, 1.9], [-2.2, 0.8, 4.3], [0.4, 0.0, -1.9], [0.4, -0.5, 0.1], [-0.7, 0.5, 0.3], [-2.0, -0.5, 1.1], [-1.5, 1.3, -1.5], [-0.2, -0.8, 0.0], [0.7, 0.5, 0.0], [0.7, -2.5, -0.2], [-1.5, 0.5, -1.5], [1.8, -0.5, -2.3], [0.5, 0.9, 0.7]], "nbo_charge": [0.070, -0.219, -0.308, 0.486, 0.116, 0.234, -0.576, -0.559, -0.348, -0.255, -0.355, 0.253, 0.204, 0.207, 0.217, 0.207, 0.206, 0.195, 0.225]}

---

Number 1 is which compound?
C5H8O